Molecular formula: C4H4O2
Method: DFT, the ωB97M-V functional and the def2-TZVPD basis

XYZ file:
```
10
Properties=species:S:1:pos:R:3
O 1.81 0.43 -0.21
C 0.89 -0.38 0.41
C -0.47 0.29 0.53
O -0.63 1.31 -0.32
C -0.07 -1.24 -0.42
C -1.04 -0.46 -0.81
H 1.27 1.14 -0.62
H 1.34 -0.91 1.25
H -1.09 0.17 1.42
H -2.02 -0.35 -1.22
```

Highest occupied orbital energy (eV): -9.1
LUMO level (eV): 0.3792
Relative energy (zero: lowest compared OMol25 entry of this formula, charge and spin) (eV): 5.000
Total charge: 0
Energy (eV): -8302.0773